(1)
Entry from the OMol25 dataset: C27H38F15GaIO14S2 as an isolated structure (ωB97M-V/def2-TZVPD).

Last column: Löwdin charge in e.
CARTESIAN COORDINATES (ANGSTROEM)
1 C 2.1044 -1.5043 -0.0461  -0.005
2 C 2.0588 -0.3278 -1.0218  -0.336
3 C 0.8505 -0.3988 -1.9499  -0.154
4 O 0.5167 0.8714 -2.4970  0.000
5 C -0.3626 1.6352 -1.7699  -0.523
6 O -1.0593 2.4032 -2.3616  0.100
7 C -0.3922 1.5400 -0.2546  -0.561
8 S -1.7574 2.4214 0.5241  0.485
9 Ga -1.1114 2.0254 2.7175  -0.323
10 I -3.1793 2.3718 4.2896  0.060
11 O 3.2742 -0.1908 -1.7892  0.011
12 C 4.3159 0.2057 -0.9963  -0.557
13 O 5.1641 -0.5786 -0.6856  0.119
14 C 4.3402 1.6526 -0.5156  -0.413
15 S 4.1911 1.7107 1.3051  0.757
16 H 2.3405 -2.4456 -0.5456  0.096
17 H 1.0918 -1.6004 0.3633  0.079
18 H 2.7479 -1.3097 0.8118  0.079
19 H 1.9505 0.5709 -0.4066  0.101
20 H 1.1491 -1.0913 -2.7343  0.141
21 H 0.0232 -0.8569 -1.4119  0.127
22 H 0.5381 2.0211 0.0847  0.075
23 H -0.3186 0.5085 0.1019  0.043
24 H 0.0561 3.0163 3.1685  -0.136
25 H -0.5141 0.5362 2.7997  -0.107
26 H 3.4264 2.1133 -0.8990  0.071
27 H 5.2320 2.1826 -0.8364  0.078
28 H 3.0700 1.0355 1.6089  -0.140
29 C 7.4106 7.1100 2.1050  -0.064
30 C 8.1139 6.3069 3.1784  -0.198
31 O 7.1807 5.8223 4.1615  0.031
32 C 6.4522 4.7845 3.7527  -0.391
33 O 6.5408 4.2610 2.6835  0.160
34 C 5.4970 4.3300 4.8703  -0.540
35 F 4.8318 5.3690 5.3939  0.165
36 F 6.1872 3.7513 5.8700  0.157
37 F 4.6042 3.4546 4.4300  0.172
38 H 6.8443 7.9286 2.5515  0.086
39 H 8.1336 7.5205 1.4008  0.079
40 H 6.7046 6.4958 1.5504  0.067
41 H 8.8214 6.9369 3.7144  0.122
42 H 8.6754 5.4731 2.7575  0.126
43 C -5.9046 -3.0736 4.2060  -0.066
44 C -4.5603 -3.7304 3.9761  -0.190
45 O -3.9450 -3.2770 2.7595  0.026
46 C -3.4011 -2.0572 2.8089  -0.386
47 O -3.3804 -1.3371 3.7562  0.149
48 C -2.7616 -1.7207 1.4519  -0.535
49 F -3.6037 -1.9836 0.4339  0.152
50 F -1.6575 -2.4731 1.2525  0.142
51 F -2.4089 -0.4530 1.3678  0.095
52 H -6.5454 -3.2252 3.3512  0.064
53 H -6.3774 -3.4822 5.0963  0.075
54 H -5.8000 -1.9967 4.3381  0.091
55 H -4.6888 -4.8061 3.8598  0.121
56 H -3.8844 -3.5720 4.8169  0.127
57 C -3.6633 -3.7265 -6.6354  -0.065
58 C -3.0805 -3.7412 -5.2380  -0.200
59 O -2.0399 -2.7609 -5.0847  0.030
60 C -2.4437 -1.4995 -4.9584  -0.385
61 O -3.5764 -1.1200 -4.9597  0.177
62 C -1.2265 -0.5775 -4.7716  -0.516
63 F -0.2789 -0.8216 -5.6955  0.162
64 F -0.6713 -0.7769 -3.5671  0.117
65 F -1.5658 0.6958 -4.8700  0.197
66 H -2.8750 -3.8641 -7.3769  0.082
67 H -4.4002 -4.5216 -6.7475  0.080
68 H -4.1485 -2.7758 -6.8509  0.075
69 H -2.6109 -4.7029 -5.0415  0.123
70 H -3.8475 -3.5910 -4.4784  0.127
71 C 5.9371 3.3907 -5.0895  -0.055
72 C 7.3912 3.7863 -4.9466  -0.193
73 O 7.5388 5.0294 -4.2291  0.034
74 C 7.3744 4.9627 -2.9163  -0.398
75 O 7.1251 3.9816 -2.2807  0.171
76 C 7.5820 6.3526 -2.2880  -0.538
77 F 6.8836 7.2969 -2.9318  0.167
78 F 8.8761 6.7126 -2.3333  0.160
79 F 7.2000 6.3563 -1.0156  0.170
80 H 5.3700 4.1925 -5.5638  0.086
81 H 5.8479 2.4875 -5.6918  0.085
82 H 5.4798 3.2016 -4.1198  0.074
83 H 7.8282 3.9599 -5.9277  0.122
84 H 7.9773 3.0063 -4.4610  0.126
85 C -10.9681 -7.4423 1.3981  -0.062
86 C -10.4320 -7.8751 2.7459  -0.197
87 O -9.3742 -7.0105 3.2011  0.033
88 C -9.7492 -5.8296 3.6742  -0.394
89 O -10.8705 -5.4245 3.7615  0.172
90 C -8.5142 -5.0377 4.1412  -0.544
91 F -7.5544 -5.0472 3.2024  0.145
92 F -7.9994 -5.5790 5.2564  0.164
93 F -8.8346 -3.7789 4.4099  0.178
94 H -10.1594 -7.3852 0.6686  0.085
95 H -11.7176 -8.1494 1.0439  0.082
96 H -11.4254 -6.4557 1.4522  0.076
97 H -9.9895 -8.8661 2.6693  0.124
98 H -11.2195 -7.9260 3.4976  0.126

Atoms 1-2, force components in eV/Å:
-0.7 0.1 -0.2
-0.4 0.4 0.9

Summary:
LUMO energy (Ha): 0.0647
E (hartree): -6621.993032
Net charge: -1
Frontier orbital gap (eV): 6.51

=====

(2)
Entry from the OMol25 dataset: H12KO6 as an isolated structure (ωB97M-V/def2-TZVPD).

Last column: Löwdin charge in e.
CARTESIAN COORDINATES (ANGSTROEM)
1 K -0.2244 0.4464 -0.1989  0.921
2 O -1.0810 0.8817 -2.8624  -0.094
3 H -0.9815 0.4750 -3.7319  0.059
4 H -2.0326 1.0053 -2.7454  0.055
5 O -0.5848 -2.0317 -1.5503  -0.097
6 H -0.4566 -2.8782 -1.1033  0.056
7 H -0.9546 -2.2629 -2.4111  0.057
8 O 2.3589 -0.3073 -0.5993  -0.109
9 H 2.9811 -0.1655 -1.3253  0.069
10 H 2.5023 -1.2244 -0.3321  0.057
11 O -2.0893 -0.9162 1.3737  -0.100
12 H -1.9157 -1.8659 1.3839  0.051
13 H -2.9666 -0.8284 0.9772  0.060
14 O 0.0384 2.9984 1.6236  -0.078
15 H -0.4149 3.2788 2.4273  0.051
16 H 0.5406 2.2067 1.8763  -0.032
17 O 1.5217 0.6326 2.2058  -0.074
18 H 1.2974 0.0699 2.9601  0.078
19 H 2.4617 0.4855 2.0321  0.070

Atoms 1-2, force components in eV/Å:
0.1 0.2 -0.1
-0.2 -0.1 0.2

Summary:
LUMO energy (Ha): -0.1210
Energy above the lowest of the compared OMol25 structures with the same formula, charge and spin (eV): 0.0623
E (hartree): -1058.433107
Net charge: +1
Frontier orbital gap (eV): 10.92

=====

(3)
Entry from the OMol25 dataset: an isolated ion of composition C10H10FO2Se and charge -1 (ωB97M-V/def2-TZVPD).

Last column: Löwdin charge in e.
CARTESIAN COORDINATES (ANGSTROEM)
1 C -0.5662 -3.3594 -1.0296  -0.005
2 C -0.7225 -2.9251 0.4905  -0.396
3 F 0.1501 -3.5673 1.3869  -0.075
4 C -0.6985 -1.4139 0.7373  -0.487
5 Se 1.0920 -0.8558 1.0177  1.105
6 C 0.8004 1.0337 0.7124  -0.452
7 C -0.4125 1.7215 0.6476  -0.082
8 C -0.4332 3.0650 0.3308  -0.075
9 C 0.7786 3.8050 0.2874  -0.113
10 C 1.9757 3.1534 0.5764  -0.131
11 C 2.0215 1.7733 0.6938  -0.152
12 C -1.6530 -1.0132 1.9617  -0.784
13 O -1.1973 -0.3872 2.9141  -0.054
14 O -2.8296 -1.4223 1.7836  -0.080
15 H 0.5271 -3.2674 -1.1644  0.086
16 H -0.9271 -4.2918 -1.0810  0.023
17 H -1.1518 -2.6646 -1.4816  0.040
18 H -1.6155 -3.4223 0.7959  0.120
19 H -1.1127 -0.6889 -0.0647  0.122
20 H -1.1661 1.0224 0.8309  0.063
21 H -1.3349 3.4367 0.1813  0.048
22 H 0.5896 4.9101 0.0873  0.107
23 H 3.0172 3.7498 0.6312  0.136
24 H 2.9341 1.4077 0.8040  0.035

Atoms 1-2, force components in eV/Å:
4.0 2.1 4.5
-0.9 -0.3 -1.2

Summary:
LUMO energy (Ha): 0.1135
Energy above the lowest of the compared OMol25 structures with the same formula, charge and spin (eV): 0.6732
E (hartree): -3038.826084
Net charge: -1
Frontier orbital gap (eV): 7.22

=====

> Which formula does entry 2 have?

H12KO6